[1]
15
Properties=species:S:1:pos:R:3 method="wB97M-V/def2-TZVPD" smiles="Nc1c(C(F)(F)F)[nH][nH]c1=O" total_charge=0 homo_ev=-8.662 e_lumo_ev=0.763 relative_energy_kcal_mol=0.0
F -1.9009 1.2782 -0.3522
F -2.1979 -0.1916 1.2162
F -2.2506 -0.8154 -0.8509
O 3.2425 0.2748 0.0491
N 0.2904 -1.5643 0.0966
N 0.9222 2.0160 0.0454
N 1.6827 -1.4596 -0.0876
C -1.6349 0.0073 0.0114
C -0.1674 -0.2289 0.0118
C 2.0912 -0.1454 -0.0076
C 0.8453 0.6580 -0.0233
H 0.1543 2.5360 -0.2986
H 2.2427 -2.1531 0.3476
H 1.8221 2.4000 -0.2136
H -0.0871 -2.1125 -0.6810


[2]
17
Properties=species:S:1:pos:R:3 method="wB97M-V/def2-TZVPD" total_charge=0 homo_ev="-6.910 / -6.108" e_lumo_ev="0.889 / 0.862" relative_energy_kcal_mol=88.2
O -1.1994 1.4012 -0.9325
C -0.8873 1.0689 0.2621
C 1.2119 0.7795 0.4337
C -1.0797 0.3434 -1.8032
C -0.1305 -0.6630 -1.2177
C -0.1863 -1.2076 1.3596
C -0.0842 -0.1538 0.2562
H 1.3249 1.1727 1.4562
H -0.3752 -0.7442 2.3336
H 1.9838 0.0700 0.1767
H 0.9176 -0.6562 -1.6008
H -0.9734 -1.9582 1.1945
H 0.7625 -1.7543 1.4193
H -1.1417 0.6317 -2.8349
H 1.3209 1.6475 -0.2497
H -0.9927 1.7276 1.1044
H -0.4711 -1.7052 -1.3575


[3]
84
Properties=species:S:1:pos:R:3 method="wB97M-V/def2-TZVPD" total_charge=+2 homo_ev=-13.183 e_lumo_ev=-5.902 relative_energy_kcal_mol=10.5
Zr 0.2348 -0.3023 0.3327
Br 0.2055 0.2524 -2.4805
S 3.3989 -1.4707 -1.4954
S 2.5624 0.9229 0.1793
S -1.6556 0.0892 2.3586
P -0.7416 2.4575 0.2617
O 1.1756 -1.8554 1.1076
O -2.1856 -0.7523 3.3644
O -0.5066 -5.6660 1.0777
O -1.8061 -0.4700 0.9450
O -0.1686 0.3062 2.3836
N 4.4446 -0.8760 0.7382
N -0.0711 -3.2994 -0.1490
N -0.3282 -2.2044 -0.8955
C 3.5080 -0.4805 -0.0867
C 1.4483 4.0010 -0.4330
C 0.7974 4.1380 1.8867
C -3.8432 -3.1819 -6.2851
C -1.0036 -1.1815 -2.9400
C -1.9814 2.7008 1.5806
C -2.2923 4.6136 -2.8780
C 0.5706 3.6588 0.5983
C 5.1119 -2.1462 0.4403
C -1.5080 4.2626 -1.7867
C -2.9302 -2.2459 -5.8368
C -4.0024 3.1038 3.4787
C 0.7191 -5.4925 1.6696
C -4.4759 -3.6623 -4.0136
C 1.4422 -6.5530 2.1926
C -2.6137 2.1200 -1.7033
C 3.1667 -5.0322 2.8922
C 2.4393 -3.9787 2.3592
C 2.7393 5.3222 1.1031
C -1.7615 -1.0542 -4.0302
C -1.6622 3.0107 -1.2009
C -4.6162 -3.8932 -5.3746
C -3.5937 4.1433 2.6550
C 1.2229 -4.1961 1.7304
C 1.8814 4.9681 2.1338
C -3.2341 3.7259 -3.3755
C 0.4146 -3.0319 1.2071
C -3.5516 -2.7369 -3.5587
C 4.9348 -2.3611 -1.0580
C -3.4091 1.8569 3.3641
C -2.7569 -2.0319 -4.4660
C -2.4088 1.6721 2.4207
C 2.6656 -6.3223 2.8008
C -0.8708 -2.3129 -2.0545
C 2.5222 4.8383 -0.1805
C -2.5976 3.9406 1.7102
C -3.4007 2.4792 -2.7838
H -2.2969 4.7550 1.0625
H -0.8002 -6.5785 1.1889
H -0.4368 -2.8551 1.8837
H -3.9615 -3.3520 -7.3464
H -4.7813 3.2583 4.2121
H 4.8306 -3.4116 -1.3141
H 3.5770 5.9780 1.2978
H 0.1311 3.8696 2.6964
H -3.7055 1.0347 4.0001
H 4.1055 -4.8489 3.3972
H -2.1709 5.5873 -3.3332
H 4.6309 -2.9405 1.0126
H -2.7519 1.1517 -1.2297
H -4.0544 5.1179 2.7430
H 2.0504 5.3431 3.1341
H 3.1891 5.1154 -0.9858
H -1.1992 -3.2798 -2.4310
H 1.2868 3.6235 -1.4369
H -5.1014 -4.1919 -3.3079
H -3.4781 -2.5221 -2.4984
H 5.7420 -1.9223 -1.6408
H -5.3411 -4.6133 -5.7287
H -0.5812 -4.1544 -0.3345
H -1.6287 -0.1742 -4.6508
H 2.7855 -2.9586 2.4599
H -3.8474 4.0081 -4.2207
H -4.1497 1.7951 -3.1613
H 4.5763 -0.3940 1.6182
H 1.0419 -7.5585 2.1328
H 3.2184 -7.1535 3.2164
H -0.7837 4.9651 -1.3955
H 6.1634 -2.0883 0.7132
H -2.3349 -1.6849 -6.5468